Entry from the OMol25 dataset: a cluster of 3 separate species, C38H67NO11P in total in a non-equilibrium geometry (ωB97M-V/def2-TZVPD).

Last columns: bonded neighbours and bond lengths (Å).
Atoms and positions in Å:
1 C 4.7007 -3.2556 -0.5086  C2 1.640, H38 1.182, H39 1.172, H40 1.174
2 C 5.7244 -2.4377 0.4773  C1 1.640, C3 1.642, H41 1.192, H42 1.171
3 C 5.1076 -2.0472 1.9478  C2 1.642, C4 1.670, H43 1.193, H44 1.171
4 C 3.7948 -1.0183 1.8639  C3 1.670, C5 1.652, H45 1.171, H46 1.194
5 C 4.1526 0.5183 2.3544  C4 1.652, C6 1.664, H47 1.194, H48 1.172
6 C 4.2578 1.5999 1.0946  C5 1.664, C7 1.672, H49 1.170, H50 1.194
7 C 3.1885 2.8734 1.2684  C6 1.672, C8 1.638, H51 1.170, H52 1.194
8 C 2.7350 3.2866 -0.2505  C7 1.638, C9 1.637, H53 1.171, H54 1.194
9 C 1.9240 4.7020 -0.3825  C8 1.637, C10 1.634, H55 1.184, H56 1.173
10 C 1.2058 5.2384 0.9839  C9 1.634, C11 1.633, H57 1.190, H58 1.192
11 C 0.1041 4.2364 1.6546  C10 1.633, C12 1.636, H59 1.180, H60 1.193
12 C -0.7071 3.2678 0.6144  C11 1.636, C13 1.673, H61 1.172, H62 1.194
13 C -1.3121 2.0158 1.5448  C12 1.673, C14 1.639, H63 1.193, H64 1.170
14 C -2.9132 1.7488 1.3151  C13 1.639, C15 1.637, H65 1.194, H66 1.170
15 C -3.3394 0.4994 2.2833  C14 1.637, C16 1.635, H67 1.191, H68 1.181
16 C -3.8927 -0.8347 1.5167  C15 1.635, C17 1.636, H69 1.178, H70 1.189
17 C -3.2523 -1.1217 0.0387  C16 1.636, C18 1.673, C30 1.638, H71 1.189
18 C -3.6639 -2.6650 -0.4576  C17 1.673, C19 1.672, H72 1.192, H73 1.172
19 C -2.7329 -2.6109 -1.8454  C18 1.672, P20 1.910, N24 1.393
20 P -3.3132 -3.5337 -3.4140  C19 1.910, O21 1.582, O22 1.772, O23 1.776
21 O -2.9466 -2.7788 -4.7552  P20 1.582
22 O -2.5137 -5.1148 -3.4419  P20 1.772, H74 1.009
23 O -5.0463 -3.9138 -3.3350  P20 1.776, H75 1.007
24 N -1.6194 -1.8082 -1.6105  C19 1.393, C25 1.514, C30 1.543
25 C -0.5420 -1.4575 -2.6141  N24 1.514, C26 1.639, H76 1.179, H77 1.188
26 C 0.4808 -2.6822 -2.9906  C25 1.639, C27 1.672, H78 1.182, H79 1.178
27 C 1.5639 -2.0462 -4.0943  C26 1.672, O28 1.353, O29 1.497
28 O 2.9006 -2.2305 -3.9951  C27 1.353
29 O 1.0595 -1.1988 -5.2203  C27 1.497, H80 1.007
30 C -1.6346 -1.2924 -0.1559  C17 1.638, N24 1.543, C31 1.639, H81 1.171
31 C -0.8192 -2.4706 0.6398  C30 1.639, C32 1.639, H82 1.194, H83 1.170
32 C -0.7726 -2.3080 2.2704  C31 1.639, C33 1.659, C37 1.644
33 C 0.1736 -1.0939 2.8889  C32 1.659, C34 1.642, H84 1.190
34 C 0.2968 -0.7863 4.4968  C33 1.642, C35 1.647, H85 1.176
35 C -0.5476 -1.7218 5.5564  C34 1.647, C36 1.651, H86 1.192
36 C -1.4693 -2.9776 5.0100  C35 1.651, C37 1.665, H87 1.182
37 C -1.5637 -3.2408 3.3687  C32 1.644, C36 1.665, H88 1.173
38 H 4.7763 -2.8113 -1.6015  C1 1.182
39 H 5.0388 -4.3777 -0.5338  C1 1.172
40 H 3.5836 -3.2224 -0.1499  C1 1.174
41 H 6.6557 -3.1579 0.6609  C2 1.192
42 H 6.1284 -1.4865 -0.0727  C2 1.171
43 H 4.8025 -3.0701 2.4810  C3 1.193
44 H 5.9738 -1.5927 2.5908  C3 1.171
45 H 3.3405 -1.0852 0.7863  C4 1.171
46 H 2.9872 -1.5124 2.5911  C4 1.194
47 H 5.2138 0.4930 2.9006  C5 1.194
48 H 3.3468 0.8154 3.1520  C5 1.172
49 H 5.3518 1.9754 0.9200  C6 1.170
50 H 3.8568 0.9987 0.1443  C6 1.194
51 H 3.6154 3.7461 1.9198  C7 1.170
52 H 2.2285 2.3800 1.7785  C7 1.194
53 H 2.1246 2.4348 -0.7731  C8 1.171
54 H 3.7452 3.4220 -0.8724  C8 1.194
55 H 2.7038 5.5277 -0.7185  C9 1.184
56 H 1.1317 4.6181 -1.2429  C9 1.173
57 H 2.0195 5.4980 1.8125  C10 1.190
58 H 0.6759 6.2775 0.7407  C10 1.192
59 H 0.6063 3.6262 2.5315  C11 1.180
60 H -0.7114 4.9286 2.1838  C11 1.193
61 H -0.0494 2.7454 -0.2037  C12 1.172
62 H -1.5743 3.8315 0.0180  C12 1.194
63 H -1.1853 2.3380 2.6867  C13 1.193
64 H -0.6246 1.0898 1.3488  C13 1.170
65 H -3.4733 2.7107 1.7468  C14 1.194
66 H -3.2507 1.6603 0.1987  C14 1.170
67 H -4.2219 0.8765 2.9894  C15 1.191
68 H -2.4269 0.2950 3.0040  C15 1.181
69 H -3.7338 -1.7889 2.1882  C16 1.178
70 H -5.0678 -0.7324 1.3703  C16 1.189
71 H -3.6255 -0.3000 -0.7352  C17 1.189
72 H -3.3831 -3.5308 0.3125  C18 1.192
73 H -4.7797 -2.5865 -0.8068  C18 1.172
74 H -1.6143 -5.0312 -2.9918  O22 1.009
75 H -5.5825 -3.0620 -3.3525  O23 1.007
76 H 0.1015 -0.5717 -2.1763  C25 1.179
77 H -1.0480 -1.0619 -3.6139  C25 1.188
78 H 1.1185 -3.0290 -2.0573  C26 1.182
79 H -0.0441 -3.5892 -3.5286  C26 1.178
80 H 0.7678 -0.2983 -4.8764  O29 1.007
81 H -0.9535 -0.3448 -0.2584  C30 1.171
82 H 0.3121 -2.4014 0.2648  C31 1.194
83 H -1.1653 -3.5640 0.4058  C31 1.170
84 H 0.7793 -0.4361 2.1039  C33 1.190
85 H 0.9679 0.1165 4.8400  C34 1.176
86 H -0.4668 -1.4638 6.7177  C35 1.192
87 H -2.0322 -3.6407 5.8106  C36 1.182
88 H -2.2297 -4.1424 3.0226  C37 1.173
89 C -10.8770 -2.6773 -0.4374  C90 1.518, H96 1.095, H97 1.093, H98 1.094
90 C -11.1572 -4.1436 -0.7146  C89 1.518, O91 1.433, H99 1.095, H100 1.096
91 O -10.2908 -4.6392 -1.7421  C90 1.433, C92 1.356
92 C -9.0317 -4.9537 -1.3480  O91 1.356, O93 1.221, O94 1.357
93 O -8.5873 -4.8619 -0.2144  C92 1.221
94 O -8.3411 -5.3671 -2.4403  C92 1.357, C95 1.426
95 C -6.9688 -5.6541 -2.1812  O94 1.426, H101 1.095, H102 1.094, H103 1.094
96 H -10.9241 -2.0941 -1.3627  C89 1.095
97 H -11.6006 -2.2724 0.2754  C89 1.093
98 H -9.8726 -2.5380 -0.0255  C89 1.094
99 H -12.1827 -4.2537 -1.0832  C90 1.095
100 H -11.0745 -4.7507 0.1945  C90 1.096
101 H -6.8587 -6.3559 -1.3485  C95 1.095
102 H -6.4277 -4.7249 -1.9782  C95 1.094
103 H -6.5432 -6.1148 -3.0770  C95 1.094
104 C 7.3603 6.6145 -3.8382  C105 1.518, H111 1.095, H112 1.093, H113 1.094
105 C 7.4363 5.3405 -3.0157  C104 1.518, O106 1.433, H114 1.095, H115 1.096
106 O 8.1320 5.5730 -1.7852  C105 1.433, C107 1.356
107 C 7.4072 6.1644 -0.8031  O106 1.356, O108 1.221, O109 1.357
108 O 6.2350 6.4986 -0.8742  C107 1.221
109 O 8.2201 6.3431 0.2685  C107 1.357, C110 1.426
110 C 7.6030 7.0339 1.3524  O109 1.426, H116 1.095, H117 1.094, H118 1.094
111 H 8.3579 7.0430 -3.9785  C104 1.095
112 H 6.9168 6.4175 -4.8181  C104 1.093
113 H 6.7565 7.3752 -3.3334  C104 1.094
114 H 8.0086 4.5865 -3.5667  C105 1.095
115 H 6.4419 4.9182 -2.8301  C105 1.096
116 H 6.6588 6.5611 1.6403  C110 1.095
117 H 7.4441 8.0821 1.0814  C110 1.094
118 H 8.2813 6.9961 2.2093  C110 1.094

* E_HOMO: -11.23 eV
* orbital gap: 5.64 eV
* lowest unoccupied orbital energy: -5.59 eV
* total charge: +1
* E_tot: -73769.1845 eV